DFT (wB97M-V/def2-TZVPD) results for C31H48N5O10PS2SbW as an isolated structure in a non-equilibrium geometry.

CARTESIAN COORDINATES (ANGSTROEM)
W  -1.247  0.398  -0.151
N  3.862  5.605  2.273
C  2.811  4.987  1.663
C  1.494  5.234  2.083
C  0.440  4.605  1.467
C  0.694  3.706  0.428
C  1.983  3.429  0.009
C  3.031  4.081  0.614
S  -0.680  3.029  -0.329
O  -1.428  4.081  -0.958
O  -0.351  1.880  -1.295
N  -1.565  2.238  0.863
C  -2.914  2.253  0.430
N  -3.898  2.739  1.183
C  -5.079  2.663  0.635
C  -5.300  2.092  -0.610
C  -4.199  1.589  -1.265
N  -3.005  1.695  -0.777
H  3.711  6.304  2.975
H  4.800  5.470  1.948
H  1.309  5.928  2.895
H  -0.575  4.811  1.791
H  2.167  2.732  -0.801
H  4.040  3.899  0.272
H  -5.904  3.078  1.216
H  -6.288  2.027  -1.044
H  -4.274  1.126  -2.246
C  -3.828  -2.635  2.036
C  -4.010  -1.143  1.822
C  -5.459  -0.776  1.629
C  -3.373  -0.369  2.950
O  -3.336  -0.686  0.535
P  -2.931  -1.691  -0.672
O  -2.020  -2.776  -0.313
O  -2.233  -0.611  -1.600
O  -4.333  -2.119  -1.216
C  -4.615  -3.045  -2.360
C  -4.169  -4.442  -1.981
C  -3.888  -2.524  -3.587
C  -6.113  -2.968  -2.520
H  -4.279  -2.880  2.999
H  -2.776  -2.908  2.062
H  -4.327  -3.227  1.267
H  -6.018  -1.136  2.494
H  -5.865  -1.245  0.731
H  -5.597  0.303  1.562
H  -4.059  -0.395  3.798
H  -3.206  0.676  2.690
H  -2.424  -0.804  3.248
H  -3.129  -4.453  -1.656
H  -4.272  -5.097  -2.848
H  -4.784  -4.839  -1.170
H  -2.802  -2.593  -3.474
H  -4.148  -1.479  -3.778
H  -4.178  -3.117  -4.455
H  -6.611  -3.226  -1.583
H  -6.437  -3.670  -3.290
H  -6.421  -1.962  -2.813
C  0.152  -2.516  -2.859
Sb  0.628  -1.264  -1.243
C  1.217  -2.783  0.081
C  2.589  -0.702  -1.804
H  1.068  -3.064  -3.087
H  -0.165  -1.952  -3.732
H  -0.630  -3.201  -2.545
H  0.368  -3.101  0.671
H  2.027  -2.416  0.704
H  1.572  -3.598  -0.546
H  3.245  -1.243  -1.127
H  2.789  0.371  -1.744
H  2.740  -1.030  -2.835
C  8.039  1.290  -2.663
C  7.269  0.704  -1.505
C  6.915  -0.642  -1.495
C  6.158  -1.178  -0.463
C  5.749  -0.348  0.570
C  6.125  0.994  0.608
C  6.877  1.509  -0.432
S  4.806  -1.016  1.879
O  4.766  -2.435  1.683
O  5.299  -0.476  3.116
N  3.274  -0.429  1.627
C  2.563  0.081  2.829
C  1.104  -0.337  2.887
C  0.157  0.209  1.888
O  0.576  0.841  0.769
O  -0.871  -0.588  1.432
H  8.599  0.524  -3.198
H  8.740  2.057  -2.327
H  7.357  1.761  -3.373
H  7.244  -1.284  -2.306
H  5.893  -2.228  -0.444
H  5.851  1.598  1.467
H  7.190  2.549  -0.413
H  3.219  0.201  0.836
H  2.678  1.162  2.927
H  3.028  -0.374  3.696
H  0.745  -0.058  3.883
H  1.056  -1.431  2.813

Cartesian forces (eV/Å) of the 2 atoms listed first:
W 0.86 -0.41 -0.70
N -0.21 -0.12 -0.08

The total charge is +1. For the strongest force on any atom, the calculation gives 2.81 eV/A. Its spin multiplicity is 3. The HOMO-LUMO gap (alpha / beta) comes out at 5.44 / 7.63 eV. Its expectation value of S² is 2.01. Its energy is -3681.1725 a.u. The molecular weight is 1051.458 g/mol.